{"formula": "C16H24N4O5S2", "method": "ωB97M-V/def2-TZVPD", "molar_mass_g_mol": 416.5, "e_homo_ev": -8.491, "multiplicity": 1, "charge": 0, "relative_energy_kj_mol": 48.06, "species": ["C", "H", "H", "H", "S", "C", "C", "C", "N", "C", "O", "N", "H", "H", "H", "H", "C", "O", "N", "C", "C", "C", "C", "C", "C", "H", "S", "O", "O", "N", "C", "H", "C", "H", "O", "C", "H", "C", "H", "H", "H", "H", "H", "H", "H", "H", "H", "H", "H", "H", "H"], "coordinates": [[1.372, 2.364, 1.793], [0.486, 2.071, 1.235], [1.095, 2.990, 2.635], [1.907, 1.488, 2.150], [2.453, 3.368, 0.737], [2.576, 2.257, -0.700], [3.531, 1.095, -0.451], [3.232, -0.094, -1.384], [4.181, -1.184, -1.199], [4.549, -1.724, -0.006], [3.964, -1.518, 1.048], [5.640, -2.533, -0.058], [6.057, -2.826, -0.923], [5.870, -3.046, 0.775], [4.746, -1.412, -2.000], [3.325, 0.234, -2.424], [1.755, -0.505, -1.202], [0.941, -0.261, -2.070], [1.496, -1.046, 0.006], [0.249, -1.245, 0.593], [0.206, -1.437, 1.975], [-1.005, -1.540, 2.633], [-2.192, -1.426, 1.926], [-2.135, -1.265, 0.557], [-0.941, -1.204, -0.127], [-0.939, -1.104, -1.198], [-3.653, -1.026, -0.366], [-4.757, -1.298, 0.508], [-3.563, -1.730, -1.610], [-3.759, 0.596, -0.749], [-2.929, 1.100, -1.815], [-2.667, 0.241, -2.431], [-1.675, 1.811, -1.256], [-1.738, 2.896, -1.427], [-1.527, 1.566, 0.128], [-2.616, 2.049, 0.882], [-2.614, 3.151, 0.865], [-3.964, 1.510, 0.343], [-4.512, 0.959, 1.107], [-4.591, 2.335, -0.013], [-2.428, 1.711, 1.902], [-0.768, 1.426, -1.722], [-3.523, 1.795, -2.420], [-3.155, -1.471, 2.408], [-1.024, -1.689, 3.702], [1.134, -1.495, 2.526], [2.306, -1.194, 0.620], [4.562, 1.422, -0.604], [3.445, 0.759, 0.583], [1.564, 1.910, -0.907], [2.912, 2.875, -1.531]], "forces_ev_per_a": [[0.35, 0.11, -0.37], [-0.10, -0.04, 0.05], [-0.05, 0.01, 0.11], [-0.04, -0.12, 0.12], [-0.08, 0.04, -0.11], [0.04, 0.22, 0.53], [-0.10, -0.05, -0.14], [-0.11, 0.25, 0.29], [0.09, -0.07, -0.40], [0.19, -0.10, -0.23], [-0.10, 0.08, 0.43], [0.32, -0.21, 0.05], [-0.01, 0.01, 0.03], [-0.07, 0.03, -0.04], [-0.08, 0.00, 0.06], [-0.09, -0.15, 0.15], [0.60, 0.04, -0.23], [-0.25, 0.05, -0.21], [0.25, -0.19, 0.35], [-0.61, 0.01, -0.04], [-0.03, 0.00, -0.09], [0.03, 0.05, -0.05], [-0.22, 0.00, 0.08], [-0.53, -0.03, -0.16], [0.23, -0.14, -0.15], [0.09, 0.04, -0.08], [-0.39, 0.08, -0.11], [0.24, 0.13, 0.27], [0.39, 0.11, -0.05], [-0.03, -1.03, 0.17], [0.26, 0.00, -0.31], [0.06, 0.20, -0.16], [0.09, 0.20, -0.06], [0.03, -0.08, -0.02], [0.02, 0.03, -0.04], [0.05, 0.21, 0.11], [-0.02, -0.10, 0.06], [-0.07, 0.18, 0.37], [-0.05, 0.27, 0.07], [0.01, -0.11, 0.04], [-0.09, 0.08, -0.04], [-0.10, 0.09, -0.04], [0.04, -0.11, 0.02], [-0.08, -0.03, 0.12], [0.00, -0.02, 0.08], [0.11, 0.01, 0.07], [-0.11, 0.07, -0.23], [-0.01, -0.04, 0.03], [0.06, 0.05, -0.08], [-0.02, 0.03, -0.14], [-0.08, -0.03, -0.08]], "lowdin_charge": [-0.393, 0.014, 0.030, 0.026, 0.799, -0.483, -0.202, -0.203, 0.116, -0.596, 0.027, 0.170, 0.100, 0.111, 0.141, 0.159, -0.427, 0.068, 0.168, -0.191, -0.004, -0.058, -0.063, -0.254, 0.008, 0.111, 0.685, -0.287, -0.273, -0.231, -0.145, 0.111, -0.160, 0.127, -0.184, -0.166, 0.124, -0.150, 0.113, 0.128, 0.123, 0.102, 0.128, 0.111, 0.108, 0.118, 0.095, 0.124, 0.087, 0.058, 0.078]}